[1]
The following is a quantum chemistry calculation of one molecule with the formula C5H10O, from OMol25.

Computed properties:
energy above the lowest of the compared OMol25 structures with the same formula, charge and spin: 127.4 kJ/mol
HOMO level: -9.2 eV
Kohn-Sham gap: 0.374 Ha
structure (SMILES): CCC1(O)CC1

Last column: natural (NBO) charge in e.
Element x y z (Å)
C 2.13 0.00 0.08  -0.62
C 0.74 -0.10 -0.59  -0.42
C -0.53 -0.14 0.25  0.24
O -0.45 -1.04 1.32  -0.70
C -1.53 0.95 0.50  -0.44
C -1.81 -0.08 -0.56  -0.45
H 2.88 -0.36 -0.63  0.21
H 2.28 -0.59 0.99  0.20
H 2.39 1.03 0.32  0.21
H 0.71 -1.05 -1.15  0.20
H 0.64 0.69 -1.34  0.22
H 0.34 -1.58 1.17  0.47
H -2.10 0.83 1.42  0.23
H -1.36 1.99 0.21  0.21
H -2.59 -0.82 -0.39  0.22
H -1.74 0.26 -1.59  0.21

[2]
The following is a quantum chemistry calculation of one molecule with the formula C5H10O, from OMol25.

Computed properties:
energy above the lowest of the compared OMol25 structures with the same formula, charge and spin: 201.8 kJ/mol
HOMO level: -9.1 eV
Kohn-Sham gap: 0.376 Ha
structure (SMILES): C=CCCOC

Last column: natural (NBO) charge in e.
Element x y z (Å)
C -0.53 1.62 -1.03  -0.25
O -0.04 0.31 -1.10  -0.55
C -1.43 -0.71 0.83  -0.36
C -0.35 -1.48 0.80  -0.19
C 0.99 -0.82 0.89  -0.47
C 1.17 -0.07 -0.47  -0.06
H -0.42 2.11 -0.05  0.17
H -0.04 2.25 -1.79  0.17
H -1.60 1.59 -1.26  0.19
H -1.33 0.33 1.15  0.18
H -2.38 -0.99 0.41  0.20
H -0.39 -2.48 0.37  0.20
H 1.81 -1.55 1.01  0.21
H 1.06 -0.14 1.75  0.21
H 1.83 0.80 -0.35  0.17
H 1.64 -0.77 -1.16  0.18

[3]
The following is a quantum chemistry calculation of one molecule with the formula C5H10O in a non-equilibrium geometry, from OMol25.

Computed properties:
energy above the lowest of the compared OMol25 structures with the same formula, charge and spin: 50.1 kJ/mol
HOMO level: -9.8 eV
Kohn-Sham gap: 0.400 Ha
structure (SMILES): CCCCC=O

Last column: natural (NBO) charge in e.
Element x y z (Å)
C 0.88 -0.18 -2.26  -0.60
C 0.38 0.54 -1.01  -0.39
C -0.02 -0.35 0.16  -0.40
C -0.50 0.48 1.39  -0.52
C -1.10 -0.43 2.43  0.44
O -1.22 -1.62 2.23  -0.53
H 1.16 0.54 -3.04  0.21
H 1.77 -0.79 -2.04  0.20
H 0.12 -0.84 -2.69  0.20
H 1.15 1.23 -0.65  0.19
H -0.49 1.16 -1.29  0.19
H -0.79 -1.07 -0.21  0.22
H 0.81 -1.01 0.46  0.21
H -1.27 1.20 1.06  0.23
H 0.21 1.14 1.94  0.23
H -1.42 -0.01 3.41  0.11

[4]
The following is a quantum chemistry calculation of a 2-piece molecular cluster, C5H10O overall, from OMol25.

Computed properties:
energy above the lowest of the compared OMol25 structures with the same formula, charge and spin: 182.7 kJ/mol
HOMO level: -9.7 eV
Kohn-Sham gap: 0.387 Ha
structure (SMILES): C=CCC.C=O

Last column: natural (NBO) charge in e.
Element x y z (Å)
C -1.22 1.22 0.03  -0.60
C -1.26 -0.26 -0.34  -0.45
C 0.33 -1.24 1.30  -0.39
C -0.09 -1.13 0.05  -0.19
C 2.04 0.50 -0.78  0.28
O 2.98 -0.23 -0.91  -0.51
H -0.47 1.77 -0.55  0.20
H -1.01 1.38 1.09  0.21
H -2.19 1.67 -0.18  0.22
H -1.45 -0.37 -1.42  0.21
H -2.13 -0.71 0.16  0.22
H 1.05 -1.99 1.60  0.21
H -0.06 -0.58 2.08  0.19
H 0.35 -1.77 -0.72  0.21
H 1.29 0.66 -1.59  0.10
H 1.84 1.08 0.15  0.11

[5]
The following is a quantum chemistry calculation of a 2-piece molecular cluster, C5H10O overall in a non-equilibrium geometry, from OMol25.

Computed properties:
energy above the lowest of the compared OMol25 structures with the same formula, charge and spin: 335.8 kJ/mol
HOMO level: -8.9 eV
Kohn-Sham gap: 0.334 Ha
structure (SMILES): C=CCC.C=O

Last column: natural (NBO) charge in e.
Element x y z (Å)
C -1.19 1.25 0.05  -0.61
C -1.10 -0.23 -0.27  -0.42
C 0.37 -1.22 1.22  -0.31
C 0.20 -1.00 -0.08  -0.24
C 1.87 0.43 -0.74  0.26
O 2.79 -0.35 -0.79  -0.54
H -0.53 1.84 -0.59  0.20
H -0.97 1.49 1.09  0.21
H -2.22 1.57 -0.14  0.22
H -1.40 -0.47 -1.28  0.21
H -1.82 -0.76 0.38  0.20
H 0.48 -2.21 1.60  0.20
H 0.13 -0.41 1.90  0.18
H 0.52 -1.70 -0.85  0.22
H 1.25 0.69 -1.63  0.11
H 1.64 1.07 0.13  0.12

[6]
The following is a quantum chemistry calculation of one molecule with the formula C5H10O in a non-equilibrium geometry, from OMol25.

Computed properties:
energy above the lowest of the compared OMol25 structures with the same formula, charge and spin: 113.8 kJ/mol
HOMO level: -9.1 eV
Kohn-Sham gap: 0.375 Ha
structure (SMILES): C[C@H]1CCOC1

Last column: natural (NBO) charge in e.
Element x y z (Å)
C 1.96 0.11 0.05  -0.60
C 0.48 0.50 0.14  -0.25
C -0.42 0.10 -1.08  -0.43
C -1.87 -0.20 -0.53  -0.07
O -1.56 -0.55 0.79  -0.56
C -0.26 -0.27 1.21  -0.07
H 2.47 0.66 -0.76  0.21
H 2.48 0.32 0.99  0.21
H 2.06 -0.96 -0.16  0.20
H 0.42 1.57 0.36  0.20
H -0.48 0.91 -1.79  0.21
H 0.04 -0.77 -1.55  0.21
H -2.52 -1.12 -0.82  0.20
H -2.56 0.67 -0.40  0.17
H -0.40 0.30 2.12  0.18
H 0.15 -1.26 1.43  0.17

[7]
The following is a quantum chemistry calculation of a 2-piece molecular cluster, C5H10O overall, from OMol25.

Computed properties:
energy above the lowest of the compared OMol25 structures with the same formula, charge and spin: 179.5 kJ/mol
HOMO level: -9.2 eV
Kohn-Sham gap: 0.375 Ha
structure (SMILES): C=C(C)C.C=O

Last column: natural (NBO) charge in e.
Element x y z (Å)
C 1.44 0.60 -0.64  -0.66
C 0.20 0.64 0.23  0.09
C 0.32 0.26 1.68  -0.67
C -1.00 0.94 -0.28  -0.47
C -1.12 -1.50 -0.89  0.28
O -0.59 -2.09 0.02  -0.56
H 2.26 0.05 -0.17  0.22
H 1.78 1.63 -0.83  0.23
H 1.23 0.14 -1.61  0.22
H -0.19 -0.70 1.83  0.25
H -0.16 1.01 2.31  0.22
H 1.36 0.14 2.01  0.21
H -1.13 1.24 -1.31  0.20
H -1.88 0.94 0.36  0.20
H -0.57 -1.13 -1.77  0.11
H -2.22 -1.37 -0.96  0.11

[8]
The following is a quantum chemistry calculation of one molecule with the formula C5H10O, from OMol25.

Computed properties:
energy above the lowest of the compared OMol25 structures with the same formula, charge and spin: 107.8 kJ/mol
HOMO level: -10.1 eV
Kohn-Sham gap: 0.408 Ha
structure (SMILES): CC[C@@]1(C)CO1

Last column: natural (NBO) charge in e.
Element x y z (Å)
C -1.48 1.10 0.20  -0.61
C -0.40 0.74 -0.83  -0.41
C 0.50 -0.34 -0.28  0.21
C 1.37 0.03 0.90  -0.63
C 0.17 -1.77 -0.40  -0.12
O 1.19 -1.19 -1.20  -0.50
H -1.03 1.43 1.15  0.20
H -2.11 0.23 0.42  0.21
H -2.13 1.91 -0.16  0.21
H 0.20 1.63 -1.06  0.21
H -0.86 0.41 -1.76  0.22
H 1.94 0.95 0.69  0.21
H 0.78 0.18 1.81  0.21
H 2.08 -0.78 1.07  0.23
H -0.69 -2.12 -0.96  0.18
H 0.49 -2.42 0.42  0.18